One molecule with the formula C8H19OP. Source: OMol25; level of theory: wB97M-V/def2-TZVPD.

Its max |F| is 3.883 eV/Å. The calculation puts the HOMO energy at -9.01 eV. For the lowest unoccupied orbital energy, the calculation gives 0.024 Ha. As for the orbital gap: 9.659 eV. Its SMILES is CC(C)(O)CPC(C)(C)C. Its energy above the lowest of the compared OMol25 structures with the same formula, charge and spin is 42.2 kcal/mol. The value obtained for the total energy is -732.71620 Ha.

Structure (XYZ):
```
29
Properties=species:S:1:pos:R:3:forces:R:3
C 2.72251 -1.04542 1.20274 0.58 0.07 -1.46
C 3.17004 1.18682 0.03355 -1.48 1.95 -1.67
C -2.26793 0.91934 0.81368 -0.64 -0.25 3.80
C -1.88036 0.53479 -1.47479 -3.08 -1.60 -1.74
C -3.19087 -1.14516 -0.16591 0.91 -3.47 0.01
C 0.81533 0.24085 -0.05977 0.29 -2.34 -0.05
C 2.32535 -0.13809 -0.01332 -0.13 1.38 0.66
C -1.99740 -0.16705 -0.14308 -0.38 -0.93 0.01
O 2.66270 -0.76722 -1.25259 -0.31 -0.13 0.38
P -0.49363 -1.15954 0.19156 2.26 0.30 0.88
H 3.91864 -1.14609 1.10034 -2.82 0.17 0.96
H 2.25459 -2.04050 0.92887 0.62 0.89 0.84
H 2.25254 -0.58676 2.15055 1.29 -0.94 -1.24
H 4.16922 0.87586 -0.25518 0.39 0.31 0.53
H 2.85863 1.97279 -0.84578 0.43 -2.11 1.87
H 3.07370 1.84006 0.96574 0.41 -1.40 -0.94
H -3.31921 1.32094 0.71437 1.19 -0.10 -0.07
H -2.20456 0.45738 1.92080 -0.12 1.36 -2.21
H -1.48778 1.67260 0.66470 -0.50 0.27 0.52
H -1.48451 -0.12588 -2.28335 -1.01 0.14 0.25
H -1.23973 1.34020 -1.54895 1.28 1.92 0.59
H -2.98346 0.95109 -1.64585 2.33 -0.93 -0.38
H -4.00755 -0.57640 -0.56605 -0.87 -0.11 -0.03
H -2.97346 -2.11158 -0.87803 -0.53 2.50 1.47
H -3.45007 -1.66161 0.86455 0.53 1.45 -1.86
H 0.60331 0.50841 -1.07744 0.11 0.79 -0.43
H 0.64630 1.03114 0.61671 -0.40 1.05 0.66
H 1.80499 -1.01189 -1.62130 0.37 -0.33 -0.26
H -0.29733 -1.16909 1.66324 -0.75 0.07 -1.10
```
Positions in Å, forces in eV/Å.